{
  "formula": "C34H81NO25Tl",
  "method": "ωB97M-V with the def2-TZVPD basis set",
  "total_charge": -1,
  "homo_energy_ev": -4.5762,
  "orbital_gap_ev": 2.57,
  "total_energy_ev": -93931.763,
  "elements": ["Tl", "C", "C", "C", "C", "C", "C", "N", "O", "C", "C", "C", "H", "H", "H", "H", "H", "H", "H", "H", "H", "H", "H", "H", "H", "H", "H", "H", "H", "H", "C", "C", "C", "O", "C", "C", "C", "O", "O", "O", "H", "H", "O", "H", "C", "O", "H", "H", "H", "H", "C", "O", "H", "H", "H", "H", "C", "O", "H", "H", "H", "H", "C", "C", "O", "O", "H", "H", "H", "H", "H", "H", "C", "C", "O", "O", "H", "H", "H", "H", "H", "H", "C", "C", "O", "O", "H", "H", "H", "H", "H", "H", "C", "C", "O", "O", "H", "H", "H", "H", "H", "H", "C", "C", "O", "O", "H", "H", "H", "H", "H", "H", "C", "C", "O", "O", "H", "H", "H", "H", "H", "H", "C", "C", "O", "O", "H", "H", "H", "H", "H", "H", "C", "C", "O", "O", "H", "H", "H", "H", "H", "H"],
  "xyz": [[0.78109, -1.19610, -2.01951], [1.57076, 2.88452, -3.80485], [1.62533, 3.73198, -2.47881], [0.78635, 5.00648, -2.77136], [0.55925, 5.84327, -1.49029], [-0.22402, 5.00282, -0.46501], [0.49642, 3.69204, -0.10060], [1.01454, 2.94946, -1.30589], [1.52835, 1.61879, -1.09228], [-0.48896, 2.93159, 0.69850], [1.61233, 4.10463, 0.98048], [3.08042, 4.14981, -2.22529], [2.21775, 2.01831, -3.66628], [2.11494, 3.53351, -4.49097], [0.61451, 2.57755, -4.22849], [-0.17585, 4.78850, -3.23478], [1.38662, 5.67420, -3.38936], [-0.14682, 6.61553, -1.79555], [1.47147, 6.29143, -1.09646], [-1.20411, 4.86980, -0.92308], [-0.39375, 5.74297, 0.31695], [-0.94991, 3.59576, 1.42960], [-0.01168, 2.13264, 1.26595], [-1.28084, 2.48570, 0.09667], [1.31767, 4.63757, 1.88451], [2.44775, 4.62884, 0.51640], [2.10731, 3.18834, 1.30220], [3.76166, 3.29920, -2.24754], [3.24504, 4.76280, -1.33916], [3.41054, 4.81933, -3.01956], [-0.50422, 0.65463, -6.50442], [0.22109, 1.11585, -7.56186], [1.70451, 0.95676, -7.61309], [2.41798, 1.31392, -8.64969], [2.42375, 0.44332, -6.53915], [1.65961, 0.04627, -5.36619], [0.09473, 0.08131, -5.38688], [-0.52569, -0.38306, -4.43587], [2.27373, -0.31983, -4.34279], [-0.43670, 1.66631, -8.49975], [-1.56520, 0.84808, -6.44713], [3.47030, 0.17882, -6.57330], [-0.71073, -1.20030, 0.39990], [-0.36705, -0.78158, 1.21297], [-1.89013, 0.69267, 3.34287], [-2.42040, -0.15584, 4.38446], [-0.84258, 0.94423, 3.50861], [-1.99861, 0.22951, 2.36215], [-2.42943, 1.63962, 3.36648], [-2.42799, 0.33692, 5.20832], [-4.70152, 1.54959, 0.61509], [-5.03864, 0.45935, 1.42854], [-3.93068, 2.17861, 1.06036], [-4.41755, 1.11325, -0.34254], [-5.51894, 2.23616, 0.39477], [-4.40413, -0.22555, 1.20514], [1.12687, -4.68202, -0.17345], [0.13947, -4.12577, -1.09327], [2.10888, -4.21512, -0.24930], [0.84342, -4.61101, 0.87665], [1.33685, -5.73329, -0.37046], [-0.59497, -4.73628, -0.99602], [4.40658, -0.54558, -0.76392], [3.51485, -0.66504, 0.53605], [2.64298, -1.76115, 0.43510], [3.69800, -0.41782, -1.87668], [4.93431, -1.49100, -0.88953], [5.17241, 0.22579, -0.68277], [2.83671, 0.18403, 0.62156], [4.21138, -0.82909, 1.35827], [2.15806, -1.83725, 1.26012], [4.11727, 0.31157, -2.33908], [0.51580, 3.43732, 5.09824], [1.73386, 3.87020, 5.94450], [2.63134, 2.80487, 6.18395], [-0.27957, 4.51687, 4.73545], [-0.08792, 2.66100, 5.56831], [0.73542, 3.01683, 4.11688], [1.26682, 4.33996, 6.81012], [2.27565, 4.69195, 5.47622], [2.96289, 2.57973, 5.31160], [-0.82767, 4.80578, 5.46875], [-1.32966, -7.27497, 0.17564], [-2.07687, -7.13868, 1.52139], [-1.61259, -6.16420, 2.34447], [-1.62450, -6.14039, -0.68228], [-1.78725, -8.13242, -0.31783], [-0.24696, -7.38839, 0.23045], [-2.04783, -8.10969, 2.01575], [-3.11740, -6.84518, 1.38265], [-1.50963, -5.38308, 1.79596], [-2.55969, -6.21870, -0.88450], [4.52465, -0.20376, 4.14172], [3.36527, 0.69840, 3.74799], [3.66578, 2.08562, 3.72563], [5.61231, -0.01818, 3.29469], [4.19903, -1.23117, 3.97895], [4.70836, -0.02182, 5.20061], [2.56226, 0.53204, 4.46604], [2.95893, 0.58928, 2.74247], [4.37141, 2.11026, 3.07519], [6.23244, 0.60995, 3.67217], [-1.95565, 2.16478, -2.74422], [-3.18687, 1.36216, -3.08450], [-3.13426, 0.93689, -4.41439], [-1.01675, 1.29715, -2.19617], [-2.17299, 2.97067, -2.04322], [-1.59289, 2.69966, -3.62196], [-4.10789, 1.94062, -3.01230], [-3.40906, 0.45172, -2.52788], [-2.31151, 0.47238, -4.58441], [-0.33443, 1.87407, -1.84518], [-2.88786, -2.45149, -3.37116], [-3.15133, -3.96560, -3.27231], [-4.28225, -4.10751, -2.44251], [-2.15084, -2.05669, -2.22158], [-3.79809, -1.90217, -3.61162], [-2.19117, -2.40134, -4.20794], [-2.25692, -4.46202, -2.89590], [-3.24866, -4.33465, -4.29330], [-4.21300, -4.98093, -2.05016], [-2.73111, -1.87214, -1.47940], [0.92803, -2.07088, 4.19306], [0.17412, -3.37713, 4.42601], [-1.15304, -3.31733, 4.11628], [1.01010, -1.67661, 2.86302], [1.90177, -2.17590, 4.67150], [0.41112, -1.32630, 4.79845], [0.20033, -3.47928, 5.51090], [0.64728, -4.22926, 3.93806], [-1.28214, -3.64717, 3.22402], [0.12905, -1.44751, 2.55828], [-3.50234, -2.26912, 1.54189], [-2.89989, -3.59129, 1.13759], [-1.55322, -3.54587, 1.43152], [-3.27525, -1.27295, 0.52396], [-3.23532, -1.86504, 2.51838], [-4.58090, -2.41922, 1.58954], [-3.17792, -3.77175, 0.09921], [-3.37350, -4.36631, 1.74020], [-1.19146, -2.76414, 1.00770], [-2.32068, -1.17314, 0.50297]],
  "forces_ev_per_angstrom": [[-0.5225, 0.0746, 0.5546], [1.5257, 0.2815, 1.1586], [-1.3719, -0.5358, -0.6227], [0.8404, 0.5315, 1.7276], [-1.2158, -0.9158, -0.8304], [0.9128, 1.2535, -1.8088], [0.5518, 1.7684, 1.5884], [2.0735, -2.2106, 0.5360], [-1.3049, 4.8218, -0.5485], [-0.8004, -1.6278, 0.6167], [1.1901, -1.1501, -1.4710], [0.2640, 0.0737, -0.1126], [-0.2851, -0.1855, -0.0266], [-0.2718, -0.0534, -0.4572], [-0.1110, 0.2725, 0.4563], [0.1010, -0.1415, -0.0616], [-0.1055, -0.4313, -0.6501], [0.3288, 0.5506, 0.1292], [0.0064, -0.0822, -0.0014], [-0.1193, -0.6002, 0.0423], [0.0891, -0.8893, 0.9296], [0.0222, 0.1048, -0.0379], [-0.0287, -0.2304, -0.1139], [-0.0341, -0.0484, -0.0519], [-0.6924, 0.0303, -0.3619], [-0.2209, 0.4575, -0.0511], [-0.2020, -0.3039, 0.1688], [-0.1089, -0.0932, 0.3037], [-0.2149, -0.4144, 0.2476], [-0.1642, -0.1325, -0.3802], [-0.6486, -0.4416, 2.1868], [-1.7805, 2.0089, -3.9394], [3.8685, 1.6759, -4.4174], [-2.8838, -0.8858, 2.6850], [-2.1129, -1.1919, 2.1114], [1.4163, -0.4348, 0.4617], [1.5072, -0.1265, 0.1564], [-0.2543, -0.3642, 0.4611], [-1.0169, 0.2575, -0.7210], [2.0009, -0.7437, 1.1207], [-0.1185, -0.0926, -0.3874], [0.0388, 0.3834, -0.1044], [0.0658, -0.1419, 0.9865], [-0.1703, 0.1967, -1.1399], [-0.4119, 0.2908, 0.8698], [0.3931, -0.0217, -0.7543], [0.3064, -0.2213, 0.0456], [-0.1728, -0.1573, 0.2146], [-0.1245, 0.1073, -0.3642], [0.0272, 0.0793, -0.0659], [0.0348, -0.2869, -0.5642], [-1.1867, 0.8680, 0.8963], [0.4731, -0.0635, -0.0958], [0.5597, 0.5389, -0.2683], [-0.5297, -0.2926, 0.3365], [0.4637, -0.2930, -0.3087], [-0.0969, 0.1711, -0.4812], [1.8934, -0.3726, 1.0022], [-0.3220, 0.5640, -0.3768], [-0.3903, 0.2143, 0.0478], [-0.2824, -0.3025, -0.2492], [-0.4428, 0.0637, -0.1083], [0.8479, -1.7070, 3.6710], [0.6408, 0.0758, -1.2962], [0.4440, -0.9224, -0.7969], [-1.7490, 1.3620, -3.0462], [0.4811, -0.3977, 0.7514], [-0.0148, 0.2521, 0.5721], [0.5960, 0.7772, 0.2044], [-0.0123, 0.4694, 0.2483], [-0.4452, -0.0101, 0.2924], [-0.7841, -0.0689, -0.7201], [0.4480, -0.6032, -0.6494], [-0.6909, -0.0916, -0.9532], [-0.7815, 0.3188, 0.9520], [-0.8273, 1.3288, -0.0671], [0.1576, -0.1150, 0.5825], [0.8743, -0.2507, 0.0679], [0.5242, -0.5262, 0.7977], [-0.1369, 0.1185, -0.4655], [0.4853, -0.0480, -0.3081], [0.0066, 0.0113, 0.1003], [-1.5980, 0.3057, -0.1381], [-0.0064, -0.7343, -1.0067], [1.4702, 0.6238, 1.3369], [0.2435, -0.5796, 0.4654], [0.3681, -0.4393, -0.0457], [-0.1789, 0.1554, 0.2378], [0.0174, -0.0444, 0.2009], [-0.6062, -0.7443, -0.9146], [0.3514, 0.8157, -0.0126], [-0.0676, 0.2137, -0.0523], [-1.4550, 0.2018, -0.3151], [-1.1628, -0.1332, -0.3942], [0.8066, 0.2507, 0.6336], [1.1687, 0.3608, -0.3898], [-0.1081, -0.1049, 0.3079], [0.4573, -0.1358, 0.0685], [-0.1338, 0.0997, 0.0079], [0.0574, -1.2594, 0.1463], [0.2126, 0.6358, -0.1354], [0.0186, -0.0027, 0.0737], [-0.7915, -0.0971, 0.7484], [-0.8581, -0.0859, -0.6907], [-0.5513, 0.1180, -1.5823], [0.2570, -0.1171, -0.0339], [-0.3513, 0.1133, 0.4548], [0.0098, -0.2086, -0.5651], [0.0666, 0.4196, 0.0207], [0.7752, 0.2435, 1.0369], [0.4177, -0.4300, 0.4215], [0.4415, -0.3229, 0.1482], [1.4508, -1.8562, 0.1109], [0.2614, 1.6388, -0.5965], [-0.1003, -0.9233, 0.2212], [-0.2276, 0.4788, -0.5984], [-0.0039, 0.1697, 0.2995], [0.0276, 0.6706, -0.0977], [0.0643, 0.1329, 0.4247], [-0.7650, -0.3218, -0.1895], [-0.4157, -0.0302, 0.1249], [-0.2792, 0.1197, 0.3439], [-0.6480, -0.5656, 1.0964], [1.0108, 0.2971, 0.8033], [-1.4095, 0.2476, -0.1077], [0.8372, 0.2130, -0.4503], [0.4400, 0.0163, -0.5076], [-0.2328, 0.3399, -0.0232], [0.4003, -0.4810, 0.2817], [0.3496, -0.0867, 0.0089], [-0.1999, 0.1831, -0.5673], [-0.2852, -0.2830, -0.0572], [-1.5717, 0.3597, -0.9426], [-1.2605, 0.8868, 1.0768], [0.5962, -2.3248, 0.3340], [-1.9752, -0.9427, 0.4673], [0.5505, -0.3991, 0.1555], [-0.2807, 0.1432, -0.0856], [0.3809, -0.0255, -0.3585], [0.0633, -0.2313, 0.1439], [1.2716, 1.5969, -1.0133], [2.3819, 0.7263, -0.3752]]
}